# 1
Here is a molecular structure, C24H45Br2Cl3IN3O4P in a non-equilibrium geometry from the Open Molecules 2025 dataset. Energies are from ωB97M-V with the def2-TZVPD basis set.

The geometry in XYZ format:
```
83
C24H45Br2Cl3IN3O4P, DFT ωB97M-V with the def2-TZVPD basis set
C -3.90782 1.87227 3.42141
C -2.96169 2.29150 2.16299
C -1.57046 1.54668 1.92824
C -0.89813 1.18793 3.42749
C -1.40181 0.33698 0.84123
N -1.00420 0.75345 -0.58858
C -1.42978 2.09582 -1.05233
C -0.27061 3.27651 -1.10645
O -0.70839 4.46304 -1.61616
N 1.17361 3.20918 -0.74025
C 1.48785 3.69475 0.65557
C 2.09737 3.90532 -1.71394
C -1.00229 -0.39296 -1.63863
C -2.50524 -0.46101 -2.33193
N -2.62061 -0.52598 -3.81664
C 0.21374 0.00930 -2.68190
Br -0.09058 1.33294 -4.13957
C 0.99862 -1.19518 -3.46187
C 2.39007 -0.48703 -4.09146
Br 0.14624 -1.93952 -5.09140
C -0.80532 -1.80431 -0.84051
C 0.57894 -2.14823 -0.08188
C 1.83817 -1.14271 -0.05029
C 3.01435 -1.91550 0.86308
C 4.50128 -1.41363 0.37627
O 5.18811 -0.52605 1.35951
C 6.01295 0.48145 0.64193
P -1.23422 -3.49553 -1.71259
O -2.14373 -3.38267 -3.18811
Cl 0.50522 -4.48394 -2.57899
O -1.88555 -2.02396 0.18244
C -2.39423 -0.94798 0.93573
I -4.56479 -0.49986 0.56304
C -2.61501 -1.53700 2.48772
Cl -3.87769 -2.92905 2.26866
C -1.34711 -2.17059 3.23081
C -1.09879 -3.79029 2.89311
Cl -1.69382 -2.14564 5.09019
H -4.71572 2.74643 3.53142
H -4.53867 0.89167 3.28356
H -3.38834 1.80328 4.46550
H -2.71233 3.44878 2.34696
H -3.68706 2.33264 1.21352
H -0.78967 2.38755 1.57929
H -1.58263 0.50125 4.07626
H 0.20465 0.80599 3.30526
H -0.80992 2.24848 3.96798
H -0.41074 -0.13725 1.35418
H 0.03856 0.91382 -0.41894
H -1.90762 2.16062 -2.14762
H -2.32138 2.61626 -0.44971
H 0.69507 4.48436 1.00392
H 1.35420 2.75169 1.37454
H 2.60928 4.03846 0.81063
H 3.19575 3.51219 -1.45899
H 2.14259 5.07444 -1.48970
H 1.91775 3.65145 -2.84180
H -3.23402 0.43318 -2.02068
H -3.15253 -1.39416 -1.95202
H -2.97041 0.40396 -4.16651
H -3.36649 -1.20702 -4.08481
H 1.14530 0.53574 -2.13872
H 1.44738 -1.93729 -2.69351
H 2.91064 0.24270 -3.34907
H 3.13675 -1.41266 -4.20929
H 2.23607 -0.08266 -5.17823
H 0.31570 -2.20844 1.08858
H 1.02700 -3.23543 -0.24244
H 1.67614 -0.12100 0.54565
H 2.37087 -0.88748 -1.05090
H 2.91938 -3.08326 0.82185
H 2.84796 -1.53719 1.98316
H 5.17059 -2.37273 0.25094
H 4.51910 -0.84081 -0.64448
H 6.79797 -0.04361 -0.08864
H 6.59675 1.21123 1.35550
H 5.36122 1.18593 -0.06695
H -2.77812 -4.17565 -3.22402
H -3.13674 -0.77322 3.19978
H -0.34833 -1.54234 3.10157
H 0.05724 -3.96392 3.13624
H -1.20473 -4.02697 1.73795
H -1.75307 -4.49753 3.57684
```

The gap between HOMO and LUMO is 8.6050 eV. The HOMO energy is -11.647 eV. As for the charge: +1.

# 2
Here is a molecular structure, C24H45Cl8N3O16S4 in a non-equilibrium geometry from the Open Molecules 2025 dataset. Energies are from ωB97M-V with the def2-TZVPD basis set.

The geometry in XYZ format:
```
100
C24H45Cl8N3O16S4, DFT ωB97M-V with the def2-TZVPD basis set
C 7.45557 -1.41658 1.72888
C 6.88403 -1.82985 3.12251
O 5.41742 -1.51423 2.89174
S 4.97704 -1.73533 1.36121
O 4.42855 -0.48353 0.94416
O 4.24416 -2.95999 1.20033
O 6.50741 -2.04691 0.80616
H 8.42228 -1.88400 1.51625
H 7.41921 -0.37899 1.59850
H 7.08166 -1.18756 4.01263
H 6.96614 -2.90318 3.35002
C -2.13517 1.03208 1.77449
C -3.19073 1.08592 2.87790
O -4.41074 1.56787 2.24270
S -4.33928 1.61183 0.66276
O -4.38099 2.95170 0.21496
O -5.29420 0.71830 0.11380
O -2.86466 1.05903 0.50104
H -1.47672 0.15936 1.74197
H -1.44334 1.89641 1.85439
H -2.93673 1.72906 3.67691
H -3.46570 0.14064 3.20589
C 0.25046 -1.58349 -1.23652
C 1.76234 -1.44074 -1.22560
O 1.97210 -0.08123 -0.74644
S 0.74461 0.79563 -1.15429
O 1.13897 1.62627 -2.25198
O 0.28317 1.53545 -0.00186
O -0.23947 -0.27979 -1.71921
H -0.09484 -1.63831 -0.21495
H -0.13492 -2.37781 -1.86194
H 2.31129 -1.49469 -2.20567
H 2.24753 -2.21050 -0.60084
C 1.37379 2.17232 3.54494
C 2.35552 1.19340 2.88186
O 2.19191 0.00236 3.71155
S 1.85855 0.45229 5.17359
O 3.03903 0.38636 5.96610
O 0.69988 -0.25233 5.59659
O 1.56788 2.03621 4.94536
H 0.27136 1.98161 3.40360
H 1.50852 3.20098 3.45437
H 3.44935 1.46542 2.84642
H 2.14968 0.82073 1.88490
C 1.45879 -4.62960 -3.41258
Cl -0.32061 -4.81111 -3.61233
Cl 2.21989 -3.46151 -4.50305
H 1.55047 -4.37228 -2.38920
H 1.84374 -5.61853 -3.57839
C -0.79118 -6.15358 0.61861
Cl -1.84896 -5.39127 1.85763
Cl 0.84416 -5.38867 0.50180
H -0.71784 -7.20682 0.81504
H -1.31104 -6.13799 -0.35489
C -0.21040 -2.55396 3.71364
Cl 0.43486 -2.25149 2.07842
Cl 0.77442 -3.65512 4.68307
H -0.30990 -1.58434 4.21227
H -1.15398 -3.06250 3.60538
C 4.13025 2.20270 -3.95042
Cl 4.83891 0.55766 -3.96850
Cl 4.66530 3.11433 -2.48625
H 4.53751 2.68814 -4.84054
H 3.04402 2.15844 -3.94207
C -1.68818 5.08871 -1.62476
C -0.66306 4.50798 -0.59582
C 0.75977 4.79261 -1.00376
C 1.78803 4.46396 -0.03247
N 2.71441 4.19071 0.60707
H -1.83193 6.14235 -1.63814
H -2.58558 4.63933 -1.34553
H -1.42211 4.77418 -2.62465
H -0.84364 3.42207 -0.57770
H -0.82307 4.87209 0.43292
H 0.82672 5.89840 -1.09317
H 0.96566 4.34833 -1.98583
C -3.16271 2.92379 -4.33553
C -1.96594 2.08329 -3.84230
C -0.73898 2.05844 -4.77112
C -0.00605 3.30470 -4.74924
N 0.48058 4.33213 -4.88386
H -2.86885 3.95293 -4.34484
H -3.90846 2.84995 -3.60748
H -3.53323 2.69211 -5.35303
H -2.25714 1.03153 -3.80292
H -1.73550 2.42298 -2.88580
H -0.88497 1.80451 -5.83143
H -0.12378 1.20169 -4.41380
C -6.59661 -2.92479 1.50431
C -5.79230 -3.37549 0.28668
C -4.61467 -2.54054 -0.25530
C -3.71179 -2.20106 0.86071
N -2.89508 -2.04617 1.68686
H -5.91530 -2.78268 2.25611
H -7.17457 -3.79678 1.70356
H -7.23902 -2.04800 1.45733
H -6.49773 -3.54115 -0.53306
H -5.30176 -4.32556 0.43289
H -4.90502 -1.50519 -0.62243
H -4.09848 -3.07603 -1.11126
```

The gap between HOMO and LUMO is 10.5408 eV. The HOMO energy is -10.543 eV.

# 3
Here is a molecular structure, C24H45ClIrN4O7S2Si in a non-equilibrium geometry from the Open Molecules 2025 dataset. Energies are from ωB97M-V with the def2-TZVPD basis set.

The geometry in XYZ format:
```
85
C24H45ClIrN4O7S2Si, DFT ωB97M-V with the def2-TZVPD basis set
Ir -0.26440 -0.61250 -0.28610
C -2.05750 1.03400 2.73640
C -0.71940 0.75130 3.41090
C -0.17520 2.04000 4.01630
C -0.83690 -0.31490 4.49810
O 0.17260 0.25470 2.37460
Si 1.79600 0.20140 2.41750
S 2.00810 -0.39140 0.29880
O 2.44580 1.62460 2.66640
C 3.57370 2.24320 3.30070
C 3.28670 3.74120 3.33990
C 4.82050 1.97410 2.44690
C 3.75820 1.66880 4.69930
O 2.44010 -0.98930 3.27370
C 2.75900 -2.38580 3.12690
C 2.80390 -2.97560 4.53580
C 4.12580 -2.47450 2.45330
C 1.68640 -3.07490 2.28750
H -2.68260 1.64090 3.38470
H -2.57660 0.10460 2.52920
H -1.87660 1.57620 1.81220
H -0.91360 2.46560 4.68900
H 0.03830 2.76280 3.23380
H 0.73090 1.83170 4.57880
H -1.45820 0.05370 5.30980
H 0.14690 -0.55020 4.89940
H -1.28310 -1.22470 4.10390
H 3.10450 4.12760 2.34080
H 4.13680 4.26420 3.76670
H 2.40870 3.94180 3.95010
H 4.66420 2.34460 1.43840
H 5.02290 0.90750 2.41050
H 5.67540 2.48480 2.87750
H 2.89620 1.90100 5.32020
H 4.63710 2.10320 5.16310
H 3.87350 0.59010 4.65940
H 3.50980 -2.42500 5.14980
H 3.12460 -4.01060 4.48970
H 1.82520 -2.93270 5.00380
H 4.87760 -1.99370 3.07200
H 4.09590 -1.97810 1.48480
H 4.42050 -3.50960 2.31080
H 0.70220 -2.85440 2.68970
H 1.83660 -4.14880 2.29630
H 1.73550 -2.71310 1.25910
O 0.90120 2.69440 -2.12870
Cl -0.18000 1.88050 -1.85560
O -1.38430 2.27420 -2.44630
O 0.10430 0.49450 -2.26250
O -0.38770 1.77230 -0.41820
N -4.48130 0.30280 -0.53800
C -3.17700 0.37650 -0.82210
N -2.47120 -0.53150 -0.16640
C -3.36850 -1.23440 0.60120
C -3.16740 -2.26950 1.51260
C -4.27160 -2.71590 2.21250
C -5.54580 -2.18530 1.98980
C -5.76620 -1.18200 1.06300
C -4.65910 -0.70900 0.37560
H -5.20230 0.88660 -0.93860
H -2.77490 1.10060 -1.51070
H -2.17470 -2.66610 1.68160
H -4.15870 -3.48950 2.95520
H -6.37800 -2.55830 2.56620
H -6.75030 -0.77510 0.89230
C -2.14340 -6.79840 0.84530
C -1.77750 -6.34100 -0.56040
N -1.32740 -4.94920 -0.58990
C -0.17700 -4.42620 -0.99460
S -0.23830 -2.78750 -1.63570
N 0.99480 -5.03450 -1.02950
C 1.40110 -6.32880 -0.49440
C 2.86950 -6.29280 -0.09980
H -2.54290 -7.80780 0.79570
H -2.90170 -6.15260 1.27950
H -1.28200 -6.81120 1.50740
H -2.66100 -6.40290 -1.20050
H -1.01480 -6.98470 -0.98990
H -2.08420 -4.27880 -0.51770
H 1.74050 -4.52070 -1.48440
H 1.26320 -7.10560 -1.25270
H 0.78450 -6.56160 0.37520
H 3.50580 -6.12970 -0.96640
H 3.14210 -7.25220 0.33230
H 3.06210 -5.51630 0.63500
```

The energy above the lowest of the compared OMol25 structures with the same formula, charge and spin is 86.8 kcal/mol. Its multiplicity is 2. The gap between HOMO and LUMO (spin up / spin down) is 5.7934 / 5.6275 eV. The HOMO energy (spin up / spin down) is -14.440 / -14.427 eV. As for the charge: +2.

# 4
Here is a molecular structure, C24H46BF2N4O7S5Si4Y in a non-equilibrium geometry from the Open Molecules 2025 dataset. Energies are from ωB97M-V with the def2-TZVPD basis set.

The geometry in XYZ format:
```
94
C24H46BF2N4O7S5Si4Y, DFT ωB97M-V with the def2-TZVPD basis set
Y -5.61674 -14.29666 -18.52225
O -4.48920 -13.78224 -16.62531
S -3.22951 -13.40391 -17.45894
O -2.40884 -12.41070 -16.80849
O -3.89002 -12.86120 -18.80662
O -2.61316 -14.66050 -17.81010
S -4.86554 -18.30635 -12.90734
C -4.89728 -17.66398 -14.48624
C -3.76073 -17.17153 -15.11102
C -3.90622 -16.67746 -16.38780
N -5.16330 -16.48613 -16.96119
C -6.15267 -17.27891 -16.48744
C -6.08465 -17.81512 -15.19455
C -4.41651 -16.96271 -11.84850
C -3.11412 -16.65037 -11.56658
C -2.87645 -15.73722 -10.53239
N -3.82306 -15.07708 -9.86804
C -5.08447 -15.33134 -10.19412
C -5.44007 -16.26607 -11.13507
H -2.83713 -17.13835 -14.54868
H -3.02830 -16.37542 -16.95240
H -7.00913 -17.58787 -17.10756
H -6.91223 -18.26663 -14.65125
H -2.27465 -17.12134 -12.03314
H -1.92615 -15.53779 -10.10763
H -5.85770 -14.77453 -9.62497
H -6.44764 -16.52997 -11.31680
O -7.49119 -13.85518 -19.99490
O -7.86019 -13.59360 -17.46097
C -2.42169 -15.67514 -23.25237
N -3.32755 -16.12085 -22.22790
C -3.35203 -15.75796 -20.94714
S -4.65353 -16.49809 -20.07710
N -2.52828 -14.87156 -20.41430
C -1.32635 -14.32569 -21.02084
H -2.72018 -16.23943 -24.14585
H -1.39212 -15.93060 -23.06138
H -2.60514 -14.61950 -23.40597
H -3.78273 -17.02460 -22.40357
H -2.58110 -14.71062 -19.39949
H -1.52162 -13.60531 -21.80205
H -0.72904 -15.12333 -21.48989
H -0.72127 -13.80893 -20.25078
F -6.06241 -19.70153 -19.06589
B -6.15734 -19.90357 -20.38203
F -7.28831 -19.39808 -20.76611
C -1.40157 -20.22005 -19.41180
O -2.83871 -19.86615 -19.74505
C -3.15918 -19.91524 -21.05475
S -2.33546 -19.05123 -22.16030
S -4.72690 -20.56087 -21.49994
H -1.41423 -20.37116 -18.34827
H -0.72330 -19.39467 -19.72059
H -1.08216 -21.13109 -19.92063
C -6.28232 -10.63520 -20.43655
Si -7.55051 -10.78042 -19.08767
C -6.84416 -10.26930 -17.43960
C -8.97565 -9.67708 -19.49455
Si -8.49710 -12.96344 -18.74448
Si -10.32611 -13.30778 -17.56278
C -11.57074 -12.06021 -18.17872
C -11.08370 -15.00080 -17.65789
C -10.18815 -12.90436 -15.73516
Si -9.19755 -13.68732 -20.95174
C -10.21580 -15.25259 -20.76610
C -10.46639 -12.27675 -20.97700
C -8.55352 -13.51318 -22.67750
H -6.17782 -9.59686 -20.76747
H -6.59212 -11.29064 -21.30164
H -5.29101 -10.94121 -20.09030
H -6.85946 -9.21854 -17.26654
H -5.86832 -10.72177 -17.39291
H -7.44826 -10.75989 -16.71325
H -8.63392 -8.63178 -19.46271
H -9.71879 -9.75450 -18.71835
H -9.38048 -9.96136 -20.47782
H -12.15191 -12.42735 -19.00713
H -11.07937 -11.08792 -18.47107
H -12.23243 -11.86589 -17.33729
H -12.09019 -14.89924 -18.06415
H -11.13457 -15.43860 -16.62557
H -10.58239 -15.77000 -18.32692
H -11.15459 -13.14077 -15.26353
H -10.05562 -11.80585 -15.61214
H -9.33675 -13.46438 -15.26640
H -11.05585 -15.04040 -20.06149
H -9.63250 -16.11065 -20.35971
H -10.55878 -15.50709 -21.77818
H -10.57059 -11.70956 -20.04702
H -11.46681 -12.61002 -21.27558
H -10.03206 -11.53572 -21.68670
H -8.72404 -14.39006 -23.27564
H -7.50618 -13.22893 -22.68002
H -9.13066 -12.72013 -23.21033
```

The energy above the lowest of the compared OMol25 structures with the same formula, charge and spin is 122.3 kcal/mol. The gap between HOMO and LUMO (spin up / spin down) is 3.6723 / 3.1216 eV. The HOMO energy (spin up / spin down) is -0.308 / 0.242 eV. As for the charge: -2.

Number 1: M 863.7 g mol⁻¹. Number 2: M 1043.5 g mol⁻¹. Number 3: M 821.5 g mol⁻¹. Number 4: M 913.0 g mol⁻¹.